C37H46IMgN4O10PS3 | ωB97M-V with the def2-TZVPD basis set

XYZ file:
```
103
Properties=species:S:1:pos:R:3:forces:R:3
Mg -0.2210 -19.0063 -10.1760 0.299 -1.082 -0.505
O 1.9366 -21.0918 -13.0306 -0.136 0.818 2.027
C 1.6544 -20.5376 -11.9376 -2.448 -0.200 -0.132
O 0.5205 -20.5420 -11.2843 2.120 -0.277 -1.722
C 2.6651 -19.6609 -11.2107 0.404 -0.204 0.139
C 4.0556 -19.8588 -11.4107 0.198 -0.408 -0.806
C 4.9387 -19.1012 -10.7254 0.995 -0.037 0.531
C 4.4850 -18.1679 -9.7564 -0.479 -0.649 -0.720
C 5.3977 -17.3835 -9.0341 0.261 1.404 -0.137
C 4.8970 -16.2996 -8.3251 1.848 -0.581 0.520
C 3.5272 -16.1446 -8.1807 -1.294 -0.055 0.162
C 2.6053 -16.9830 -8.7680 -0.179 -0.571 -1.020
C 3.0636 -18.0145 -9.6376 1.025 0.565 0.369
N 2.1825 -18.7792 -10.3610 0.286 0.193 0.140
H 4.4128 -20.6075 -12.1348 -0.511 0.451 0.331
H 6.0348 -19.1981 -10.8732 -0.806 -0.052 0.069
H 6.4930 -17.5126 -9.1949 -1.000 -0.012 0.217
H 5.5944 -15.6115 -7.7850 -0.713 -0.643 -0.597
H 3.1663 -15.3536 -7.5508 -0.161 0.319 0.132
H 1.5120 -16.9190 -8.7192 0.583 0.402 0.498
O -3.3604 -21.9266 -9.2662 0.168 -0.792 0.005
S -2.2563 -21.0952 -8.8483 -1.896 -0.597 -1.680
O -1.8063 -20.2900 -9.9912 1.235 1.316 -0.090
O -1.1843 -21.8035 -8.1588 -0.676 1.346 0.228
C -3.1638 -19.9353 -7.7782 0.734 -0.962 0.432
C -4.2092 -20.5767 -7.1059 0.511 0.028 -0.240
C -4.2225 -20.4524 -5.7406 -0.152 0.835 0.620
C -3.1838 -19.7676 -5.1026 0.147 0.158 1.466
C -2.2512 -18.9570 -5.7554 -2.123 -0.389 -0.713
C -2.4621 -18.9240 -7.1396 1.877 -0.696 0.637
S -1.4980 -17.6697 -7.9184 -0.640 0.306 -2.045
O -2.2166 -17.2206 -9.1348 0.919 -0.863 0.731
O -1.5044 -16.7050 -6.8623 1.152 1.016 0.252
O -0.1246 -18.1962 -8.3229 -1.266 0.242 0.310
H -4.8588 -21.2393 -7.6661 0.182 -0.025 0.126
H -5.0340 -20.8451 -5.1357 0.193 -0.243 -0.060
H -3.1666 -19.8240 -4.0113 0.096 0.050 -0.210
H -1.5019 -18.3076 -5.3057 -0.474 -0.310 0.115
I -0.6594 -15.1786 -15.2648 -0.231 -0.025 -0.224
C -1.1100 -16.4307 -13.7008 0.933 -1.068 0.825
C -2.3170 -16.7894 -13.1157 1.494 -0.564 0.486
N -2.0150 -17.5482 -12.0418 1.110 0.403 0.604
N -0.6465 -17.7031 -11.8707 -1.076 0.824 -1.300
C -0.0774 -17.0735 -12.9290 -2.004 0.412 0.992
H -3.3281 -16.6465 -13.3937 -0.661 0.374 -0.159
H -2.6140 -17.6881 -11.1988 0.562 -0.212 -0.875
H 0.9986 -16.9500 -13.0463 -0.390 -0.384 0.103
O -7.6226 -19.5585 -10.7246 -0.298 -0.101 1.306
S -7.8063 -18.6071 -11.8243 0.041 1.022 -2.198
N -8.3574 -17.2373 -11.8600 0.161 -0.876 0.812
O -2.2913 -20.1132 -14.0278 0.242 -0.602 -0.813
P -2.3946 -21.2198 -15.0416 -0.514 0.593 0.356
C -3.9806 -21.0547 -16.0119 0.091 0.097 0.012
C -4.0034 -21.3075 -17.5155 -0.343 0.474 -0.621
C -3.6976 -20.0350 -18.3683 -1.287 -0.755 1.422
C -4.6089 -18.8539 -17.8996 1.445 0.158 -1.039
C -4.3596 -18.5225 -16.4205 -0.105 0.346 -0.730
C -4.7004 -19.7586 -15.6165 -1.122 0.409 1.154
C -0.8090 -21.4046 -15.9624 0.608 0.142 -0.462
C -0.5161 -22.3280 -17.2058 0.058 0.131 0.799
C 1.0161 -22.5020 -17.3617 -0.118 1.085 -0.303
C 1.7476 -21.1262 -17.3887 0.889 -0.862 0.857
C 1.3500 -20.1596 -16.2802 0.148 0.138 0.530
C -0.1835 -20.0058 -16.2088 0.580 0.421 0.331
C -2.7138 -22.8217 -14.2553 0.215 0.612 0.051
C -2.8635 -23.9877 -15.2136 -0.951 -0.353 -0.506
C -3.0715 -25.2336 -14.3923 -1.230 -1.802 0.492
C -1.7973 -25.6722 -13.6782 0.700 1.302 0.673
C -0.8654 -24.3900 -13.4129 -0.913 -2.052 -0.637
C -1.6562 -23.1294 -13.1812 1.206 0.765 -0.301
H -4.5674 -21.8364 -15.5279 -0.008 -0.153 -0.060
H -4.9731 -21.7434 -17.8016 -0.301 0.643 0.150
H -3.3813 -22.1080 -17.8782 0.944 -0.358 0.324
H -3.8452 -20.3759 -19.3905 0.019 0.584 -0.343
H -2.6680 -19.7741 -18.1970 0.618 0.206 -0.138
H -5.6361 -19.1547 -18.0822 -0.329 0.169 0.111
H -4.3668 -17.9701 -18.5298 -0.340 -0.401 0.244
H -4.9700 -17.6318 -16.1398 0.198 -0.785 0.027
H -3.3103 -18.1934 -16.2738 -0.289 -0.394 -0.067
H -5.8146 -19.9052 -15.6187 0.811 -0.052 -0.455
H -4.5261 -19.5592 -14.5573 0.241 -0.112 -0.025
H -0.1927 -21.8235 -15.1400 -0.222 0.077 -0.116
H -0.9613 -21.9289 -18.1254 0.201 0.288 0.128
H -0.9467 -23.3230 -17.1144 -0.097 0.033 0.171
H 1.1863 -22.9956 -18.3198 0.154 -0.142 -0.035
H 1.4751 -23.1370 -16.5875 -0.479 0.212 -0.003
H 1.6515 -20.6537 -18.3470 -0.343 0.261 -0.694
H 2.8274 -21.3098 -17.2572 -0.182 -0.089 -0.244
H 1.8951 -19.1834 -16.4293 -0.707 -0.758 0.071
H 1.6979 -20.5474 -15.2800 -0.351 0.311 -0.906
H -0.5885 -19.4940 -17.0975 0.072 -0.405 -0.044
H -0.3882 -19.3205 -15.3816 -0.285 -0.288 0.101
H -3.6516 -22.6007 -13.7126 0.119 -0.283 -0.341
H -1.9475 -24.0978 -15.7832 0.036 -0.086 -0.181
H -3.7066 -23.9074 -15.9408 0.569 0.338 0.461
H -3.5634 -26.0923 -14.9231 0.856 0.585 -0.267
H -3.8688 -25.0821 -13.6618 0.110 0.619 0.309
H -1.2516 -26.3703 -14.2885 0.341 -0.381 -0.356
H -1.9716 -26.1787 -12.7091 -0.224 0.287 -0.480
H -0.1636 -24.2887 -14.2638 -0.239 0.080 0.418
H -0.3085 -24.6376 -12.5229 0.534 0.220 0.186
H -0.8564 -22.3523 -13.1001 -0.979 -0.020 0.164
H -2.1877 -23.1543 -12.2546 0.032 -0.060 0.872
```
Forces are in eV/Å.

Lowest unoccupied orbital energy = 3.19 eV
HOMO level = -1.57 eV
HOMO-LUMO gap = 4.76 eV
Total charge = -2
Spin multiplicity = 1